(i)
Formula: C9H14
Source: the Open Molecules 2025 dataset
Level of theory: ωB97M-V with the def2-TZVPD basis set

Spin multiplicity: 1
Structure (SMILES): Cc1ccccc1.CC
HOMO: -8.9 eV
Net charge: 0
Frontier orbital gap: 9.962 eV

Atoms and positions in Å:
C (-2.333, 1.067, 3.143)
C (-3.184, 1.389, 1.915)
H (-2.092, 0.001, 3.110)
H (-1.406, 1.601, 3.260)
H (-2.935, 1.241, 4.046)
H (-2.596, 1.077, 1.064)
H (-4.122, 0.832, 1.866)
H (-3.511, 2.434, 1.800)
C (2.649, -2.144, -0.912)
C (0.292, -1.376, -0.430)
C (1.600, -1.051, -0.753)
C (-0.642, -0.362, -0.508)
C (1.978, 0.198, -1.313)
C (-0.330, 0.871, -1.074)
C (0.998, 1.173, -1.354)
H (0.056, -2.329, 0.114)
H (-1.655, -0.523, -0.128)
H (3.624, -1.726, -0.595)
H (2.767, -2.362, -1.989)
H (3.031, 0.380, -1.416)
H (-1.166, 1.498, -1.303)
H (1.292, 2.177, -1.613)
H (2.501, -3.097, -0.428)

=====

(ii)
Formula: C9H14
Source: the Open Molecules 2025 dataset
Level of theory: ωB97M-V with the def2-TZVPD basis set

Spin multiplicity: 1
Structure (SMILES): Cc1ccccc1.CC
HOMO: -9.0 eV
Net charge: 0
Frontier orbital gap: 10.017 eV

Atoms and positions in Å:
C (-1.097, -1.396, -0.768)
C (-1.692, -2.056, -2.063)
H (-0.052, -1.240, -0.831)
H (-1.604, -0.477, -0.648)
H (-1.446, -1.929, 0.166)
H (-2.731, -1.752, -2.139)
H (-1.583, -3.054, -1.965)
H (-1.285, -1.673, -2.910)
C (-1.178, 2.009, 0.696)
C (0.651, 0.680, 1.937)
C (0.105, 1.161, 0.764)
C (1.947, 0.085, 1.919)
C (2.641, -0.095, 0.804)
C (0.802, 1.103, -0.405)
C (2.066, 0.441, -0.354)
H (0.047, 0.874, 2.840)
H (2.399, -0.424, 2.821)
H (-1.039, 3.054, 0.632)
H (-1.889, 1.762, 1.588)
H (3.558, -0.685, 0.754)
H (0.454, 1.754, -1.269)
H (2.624, 0.239, -1.263)
H (-1.698, 1.619, -0.302)

=====

(iii)
Formula: C9H14
Source: the Open Molecules 2025 dataset
Level of theory: ωB97M-V with the def2-TZVPD basis set

Spin multiplicity: 1
Structure (SMILES): Cc1ccccc1.CC
HOMO: -9.0 eV
Net charge: 0
Frontier orbital gap: 10.033 eV

Atoms and positions in Å:
C (-2.570, -0.782, -0.062)
C (1.197, -0.888, -0.682)
C (1.253, -0.651, -2.014)
C (-0.046, -0.874, -0.048)
C (-1.243, -0.754, -0.715)
C (0.073, -0.469, -2.736)
C (-1.177, -0.527, -2.115)
H (2.017, -1.003, 0.015)
H (2.165, -0.471, -2.571)
H (-0.065, -1.173, 0.995)
H (0.033, -0.330, -3.808)
H (-2.513, -1.228, 0.933)
H (-3.399, -1.184, -0.636)
H (-2.023, -0.420, -2.781)
H (-2.856, 0.262, 0.145)
C (1.079, 2.591, 2.801)
C (1.384, 1.358, 3.651)
H (0.777, 2.330, 1.787)
H (0.294, 3.157, 3.301)
H (1.928, 3.267, 2.691)
H (0.816, 0.464, 3.395)
H (2.428, 1.039, 3.665)
H (1.198, 1.629, 4.694)

=====

(iv)
Formula: C9H14
Source: the Open Molecules 2025 dataset
Level of theory: ωB97M-V with the def2-TZVPD basis set

Spin multiplicity: 1
Structure (SMILES): Cc1ccccc1.CC
HOMO: -9.1 eV
Net charge: 0
Frontier orbital gap: 10.110 eV

Atoms and positions in Å:
C (1.982, -1.444, -0.042)
C (1.705, -2.027, -1.441)
H (1.357, -0.576, 0.142)
H (1.980, -2.268, 0.659)
H (2.992, -1.045, 0.063)
H (2.386, -1.654, -2.212)
H (1.715, -3.111, -1.437)
H (0.737, -1.665, -1.818)
C (-2.212, -0.884, 0.797)
C (-0.176, 2.260, 1.329)
C (0.223, 2.558, 0.038)
C (-0.995, 1.163, 1.562)
C (-1.405, 0.357, 0.508)
C (-0.259, 1.824, -1.024)
C (-1.098, 0.755, -0.802)
H (0.147, 2.842, 2.176)
H (0.947, 3.348, -0.122)
H (-1.218, 0.907, 2.587)
H (-0.005, 2.125, -2.033)
H (-2.206, -1.553, -0.066)
H (-3.248, -0.655, 1.053)
H (-1.588, 0.152, -1.552)
H (-1.761, -1.411, 1.636)

=====

Tell me which of them is the least stable. Sure, it is (ii).